{"formula": "C15H14ClNO2S", "method": "ωB97M-V/def2-TZVPD", "orbital_gap_ev": 9.1, "smiles": "O=S(=O)(/C=C/c1ccccc1)NCc1ccccc1Cl", "de_lowest_kcal_mol": 32.4, "multiplicity": 1, "lumo_energy_ev": 0.21, "symbols": ["O", "S", "O", "C", "C", "C", "C", "C", "C", "C", "C", "N", "C", "C", "C", "C", "C", "C", "C", "Cl", "H", "H", "H", "H", "H", "H", "H", "H", "H", "H", "H", "H", "H", "H"], "xyz": [[-1.6935, 0.0991, 0.6790], [-0.3034, -0.2134, 0.8467], [0.0999, -1.2052, 1.8009], [0.5776, 1.2860, 1.2075], [-0.0672, 2.4441, 1.2048], [0.4707, 3.7690, 1.4729], [-0.3962, 4.8639, 1.4593], [0.0709, 6.1394, 1.7124], [1.4140, 6.3460, 1.9820], [2.2861, 5.2685, 1.9970], [1.8220, 3.9922, 1.7455], [0.3653, -0.5793, -0.6477], [1.1228, -1.8062, -0.8216], [0.4783, -2.7712, -1.7788], [1.1195, -3.1265, -2.9592], [0.5338, -3.9983, -3.8595], [-0.7184, -4.5250, -3.5919], [-1.3778, -4.1819, -2.4255], [-0.7822, -3.3122, -1.5235], [-1.6193, -2.8880, -0.0618], [1.6173, 1.1266, 1.4210], [-1.1264, 2.3975, 0.9822], [-1.4439, 4.7040, 1.2506], [-0.6124, 6.9756, 1.7001], [1.7806, 7.3421, 2.1801], [3.3336, 5.4272, 2.2069], [2.5085, 3.1603, 1.7599], [-0.2767, -0.3733, -1.3958], [2.1273, -1.5491, -1.1785], [1.2075, -2.2525, 0.1747], [2.0956, -2.7135, -3.1686], [1.0526, -4.2633, -4.7681], [-1.1834, -5.2040, -4.2903], [-2.3520, -4.5856, -2.2026]], "forces_ev_per_angstrom": [[0.14, 0.21, -0.17], [0.38, 0.66, -0.24], [0.30, 0.18, -0.08], [-0.58, -0.40, -0.01], [-0.26, -0.35, -0.05], [0.24, 0.44, 0.10], [0.09, -0.24, -0.01], [0.04, 0.14, 0.02], [-0.06, 0.03, -0.01], [0.09, -0.02, 0.02], [-0.17, -0.01, -0.03], [-0.38, 0.15, 0.70], [0.38, -0.21, 0.22], [-0.12, 0.12, 0.12], [-0.06, -0.02, 0.07], [0.01, -0.05, -0.06], [0.06, 0.02, -0.02], [-0.04, 0.09, 0.19], [0.05, -0.06, -0.15], [-0.14, -0.56, -0.33], [0.31, 0.00, 0.04], [-0.11, 0.03, -0.02], [-0.11, -0.03, -0.02], [-0.06, 0.06, 0.00], [0.03, 0.08, 0.01], [0.08, 0.00, 0.01], [0.11, -0.09, 0.01], [-0.21, 0.16, -0.06], [-0.12, -0.17, 0.05], [0.14, -0.08, -0.19], [0.10, 0.07, 0.00], [0.04, -0.02, -0.08], [-0.05, -0.06, -0.05], [-0.12, -0.04, 0.04]]}

{"formula": "C15H14F3N5O2", "method": "ωB97M-V/def2-TZVPD", "orbital_gap_ev": 7.5, "smiles": "Cn1cnc(-c2nccc3c(O)nc(OCCCC(F)(F)F)nc23)c1", "de_lowest_kcal_mol": 45.0, "multiplicity": 1, "lumo_energy_ev": -0.51, "symbols": ["C", "N", "C", "N", "C", "C", "N", "C", "C", "C", "C", "O", "N", "C", "O", "C", "C", "C", "C", "F", "F", "F", "N", "C", "C", "H", "H", "H", "H", "H", "H", "H", "H", "H", "H", "H", "H", "H", "H"], "xyz": [[-1.6610, 5.2063, -2.7512], [-1.0809, 4.0034, -2.0444], [-1.4593, 2.6558, -2.0306], [-0.8712, 1.9771, -1.0924], [-0.1476, 2.9208, -0.3200], [0.6521, 2.8178, 0.9671], [1.0510, 3.9657, 1.5584], [1.7542, 3.9792, 2.6554], [2.0277, 2.7775, 3.3675], [1.5367, 1.5274, 2.8263], [1.6326, 0.2528, 3.4059], [2.1467, 0.1638, 4.6134], [0.9234, -0.7578, 2.9479], [0.2371, -0.6079, 1.8437], [-0.5348, -1.7014, 1.5314], [-0.4870, -2.1008, 0.1608], [0.7694, -2.8307, -0.4159], [1.2732, -3.7790, 0.5830], [2.4386, -4.7483, 0.2338], [2.8446, -5.3315, 1.3610], [3.5094, -4.1761, -0.2528], [1.9940, -5.8259, -0.5047], [0.3621, 0.5194, 1.1040], [0.8486, 1.6180, 1.6249], [-0.2520, 4.1430, -0.9064], [-2.6170, 5.3114, -2.2617], [-1.1050, 6.1730, -2.5672], [-1.8289, 5.0660, -3.8773], [-2.3061, 2.0896, -2.6307], [2.2109, 4.9585, 3.0382], [2.6242, 2.8122, 4.3240], [1.7047, -0.6551, 4.8652], [-0.5701, -1.2128, -0.4785], [-1.4382, -2.6451, -0.0432], [1.5415, -2.0342, -0.6588], [0.5889, -3.4927, -1.3194], [1.6838, -3.1233, 1.3548], [0.4340, -4.2853, 0.9818], [0.2077, 5.0070, -0.5554]], "forces_ev_per_angstrom": [[-0.10, -0.60, -0.43], [0.70, 0.67, 0.77], [-1.31, -0.52, -0.94], [0.39, 0.59, 1.45], [0.40, 0.07, -0.18], [-0.67, 2.14, -0.32], [-1.15, -0.48, -2.93], [1.89, -1.34, 2.86], [0.40, 0.27, 0.26], [1.39, 3.23, 0.74], [-2.03, 0.87, -0.63], [0.35, -0.67, 0.27], [1.13, -0.52, 2.25], [0.93, 2.33, -2.08], [1.44, 0.67, -0.55], [-1.28, 0.45, -2.58], [0.28, 0.55, -1.23], [2.51, 0.34, 0.92], [-2.59, -0.72, 1.33], [0.28, -0.29, 1.13], [0.41, 0.38, -1.39], [0.58, 1.20, -0.60], [-3.20, -4.59, -0.94], [0.89, -1.42, 0.59], [-1.48, -1.62, -1.63], [-0.55, 0.43, -0.26], [-0.15, -1.52, -0.13], [0.51, -0.06, 1.75], [2.09, 1.92, 0.74], [-1.03, -1.43, -0.64], [-0.80, -0.12, -1.22], [0.44, -0.63, 1.03], [-0.18, 0.12, 0.36], [0.85, -0.03, 0.50], [-0.82, -1.06, 0.04], [-0.54, 1.53, 0.49], [0.08, -0.56, 0.56], [-0.47, -1.13, 0.59], [0.41, 1.55, 0.04]]}

{"formula": "C15H14FN3RuS2", "method": "ωB97M-V/def2-TZVPD", "orbital_gap_ev": [5.3, 5.3], "de_lowest_kcal_mol": 19.4, "multiplicity": 1, "total_charge": 2, "lumo_energy_ev": [-9.42, -9.43], "symbols": ["Ru", "C", "S", "C", "S", "N", "N", "C", "C", "C", "C", "C", "C", "N", "H", "H", "H", "H", "H", "H", "H", "H", "F", "C", "C", "C", "C", "C", "C", "C", "H", "H", "H", "H", "H", "H"], "xyz": [[-0.3232, 0.5190, -0.0457], [2.8765, 4.3273, -2.1648], [3.1167, 2.6048, -2.6538], [2.0751, 1.7606, -1.5479], [0.5517, 2.4659, -0.9891], [2.4368, 0.5766, -1.1868], [1.6037, -0.0341, -0.3260], [2.0593, -0.9902, 0.4132], [1.2385, -1.3754, 1.5386], [1.6445, -2.2816, 2.5058], [0.8747, -2.4385, 3.6517], [-0.2733, -1.6764, 3.8027], [-0.6343, -0.8010, 2.7886], [0.0877, -0.6649, 1.6784], [3.2176, 4.9408, -2.9945], [3.4919, 4.5371, -1.2931], [1.8342, 4.5423, -1.9481], [3.0626, -1.3710, 0.2541], [2.5611, -2.8384, 2.3639], [1.1783, -3.1296, 4.4264], [-0.8951, -1.7625, 4.6823], [-1.5294, -0.1994, 2.8728], [-1.4130, -2.8757, -3.0301], [-1.7652, -1.8875, -2.2668], [-1.7048, -0.5920, -2.7716], [-2.0139, 0.4633, -1.9342], [-2.3992, 0.2290, -0.5630], [-2.3554, 1.3048, 0.3638], [-2.4987, -1.1358, -0.1195], [-2.1883, -2.1735, -0.9565], [-1.4537, -0.4374, -3.8130], [-2.0827, 1.4697, -2.3265], [-2.7529, 1.1500, 1.3599], [-2.4835, 2.3143, -0.0086], [-2.8687, -1.3353, 0.8782], [-2.2755, -3.2053, -0.6408]], "forces_ev_per_angstrom": [[0.66, -0.27, -1.01], [0.01, 0.07, 0.18], [-0.22, -0.17, 0.15], [0.16, -0.38, -0.12], [-1.22, -1.35, 1.11], [1.07, 0.13, -0.47], [-0.24, 0.11, 0.89], [0.25, 0.34, -0.57], [-0.19, -0.21, 0.55], [0.07, 0.12, -0.40], [-0.20, 0.10, 0.12], [0.10, -0.13, -0.06], [-0.15, -0.01, 0.13], [-0.21, 0.84, -0.39], [-0.06, -0.05, -0.07], [-0.03, 0.01, 0.00], [0.01, 0.11, -0.14], [-0.01, -0.06, -0.03], [0.01, 0.02, 0.02], [0.01, -0.02, -0.02], [0.01, 0.03, 0.01], [0.03, 0.03, -0.04], [-0.01, -0.28, -0.18], [0.06, 0.59, -0.04], [-0.09, -0.12, -0.20], [-0.34, -0.16, 0.19], [0.16, 0.69, 0.18], [-0.41, 0.05, 0.01], [0.06, -0.06, -0.22], [-0.01, 0.01, 0.27], [0.06, -0.01, 0.02], [0.23, 0.04, 0.05], [0.14, -0.04, 0.03], [0.14, 0.01, 0.02], [0.15, 0.03, 0.07], [0.01, -0.01, -0.03]]}

{"formula": "C15H14N4O3", "method": "ωB97M-V/def2-TZVPD", "orbital_gap_ev": 9.2, "smiles": "COc1ccc(C=O)cc1Cn1cnc2c(cnn2C)c1=O", "de_lowest_kcal_mol": 30.7, "multiplicity": 1, "lumo_energy_ev": 0.34, "symbols": ["C", "O", "C", "C", "C", "C", "C", "O", "C", "C", "C", "N", "C", "N", "C", "C", "C", "N", "N", "C", "C", "O", "H", "H", "H", "H", "H", "H", "H", "H", "H", "H", "H", "H", "H", "H"], "xyz": [[-0.2506, -2.8538, 0.7126], [-0.5444, -1.7820, -0.1529], [-1.6575, -1.0365, 0.0655], [-2.5936, -1.2985, 1.0639], [-3.7121, -0.5011, 1.1965], [-3.9224, 0.5712, 0.3345], [-5.1185, 1.4068, 0.4500], [-5.4248, 2.2996, -0.2991], [-2.9715, 0.8427, -0.6517], [-1.8479, 0.0597, -0.7972], [-0.8212, 0.3698, -1.8583], [0.5177, 0.4550, -1.2996], [1.4641, -0.4490, -1.6343], [2.6672, -0.5090, -1.1770], [2.9484, 0.4522, -0.2626], [2.0586, 1.4452, 0.1777], [2.8108, 2.1825, 1.1149], [4.0220, 1.6862, 1.2240], [4.1064, 0.6391, 0.3905], [5.3108, -0.1276, 0.2626], [0.7257, 1.4909, -0.3500], [-0.1671, 2.2661, -0.0884], [-0.1366, -2.5140, 1.7461], [0.6971, -3.2586, 0.3604], [-1.0189, -3.6312, 0.6636], [-2.4532, -2.1269, 1.7399], [-4.4313, -0.7155, 1.9737], [-5.7629, 1.1414, 1.3131], [-3.1324, 1.6942, -1.2951], [-0.8224, -0.4084, -2.6259], [-1.0671, 1.3341, -2.3120], [1.1785, -1.1946, -2.3639], [2.5106, 3.0331, 1.6919], [6.1299, 0.5166, -0.0597], [5.1343, -0.9062, -0.4763], [5.5744, -0.5736, 1.2226]], "forces_ev_per_angstrom": [[0.07, -0.26, 0.18], [-0.23, 0.27, -0.21], [-0.34, 0.20, -0.01], [0.38, -0.30, 0.02], [-0.16, 0.42, -0.25], [0.50, -0.27, -0.18], [-0.33, -0.05, 0.29], [0.05, 0.05, -0.06], [-0.05, -0.22, 0.17], [0.06, -0.20, -0.02], [-0.34, 0.01, 0.02], [0.06, 0.41, 0.04], [0.31, -0.24, -0.12], [0.37, -0.32, -0.10], [-0.85, 0.61, 0.16], [0.50, -0.49, -0.14], [-0.05, -0.19, -0.18], [0.38, 0.47, 0.55], [-0.56, -0.12, -0.34], [0.40, -0.12, 0.07], [0.33, -0.07, -0.01], [-0.12, 0.19, 0.00], [-0.02, 0.00, -0.05], [-0.07, -0.01, 0.07], [0.02, 0.05, 0.01], [0.03, -0.08, 0.04], [-0.09, -0.02, 0.09], [-0.08, 0.07, -0.01], [0.03, 0.12, -0.08], [0.08, 0.11, 0.02], [0.00, -0.19, -0.01], [-0.21, 0.01, -0.05], [-0.02, 0.19, 0.15], [-0.05, -0.05, -0.02], [0.03, 0.02, 0.03], [-0.03, -0.01, -0.07]]}